# 1
21
Properties=species:S:1:pos:R:3:mulliken_charge:R:1 method="wB97M-V/def2-TZVPD" max_force_ev_per_a=2.863 lumo_ev=-3.27 gap_ha=0.38396 spin_multiplicity=1 e_above_lowest_kcal_mol=40.6 charge=+1 e_tot_ha=-365.7660
C 0.234 0.533 1.049 -0.713
C 0.547 -0.967 1.133 -0.656
C 0.013 -1.778 -0.041 -0.467
C 0.615 -1.310 -1.467 -0.469
O 1.694 -0.413 -1.291 -0.490
N -1.284 0.769 1.176 -0.172
H 0.684 0.986 0.176 0.315
H 0.626 1.153 1.883 0.345
H 1.648 -1.008 1.103 0.320
H 0.294 -1.391 2.111 0.378
H -1.062 -1.856 -0.057 0.269
H 0.528 -2.762 -0.011 0.323
H 0.795 -2.209 -2.055 0.435
H -0.196 -0.832 -2.022 0.221
H 2.452 -0.745 -1.762 0.309
H -2.017 0.056 1.096 0.369
H -1.443 1.468 0.450 0.292
H -1.527 1.039 2.130 0.389
H -0.183 2.764 -1.116 0.336
H -1.250 3.722 -1.348 0.335
O -1.167 2.780 -1.137 -0.671



# 2
21
Properties=species:S:1:pos:R:3:mulliken_charge:R:1 method="wB97M-V/def2-TZVPD" max_force_ev_per_a=4.131 lumo_ev=-2.95 gap_ha=0.40719 spin_multiplicity=1 e_above_lowest_kcal_mol=39.9 charge=+1 e_tot_ha=-365.7671
C 2.629 -1.309 0.339 -0.992
C 2.509 0.050 -0.389 -0.532
C 1.428 0.896 0.217 -0.428
C 0.185 0.947 -0.321 0.021
N -0.729 1.933 0.262 -0.178
H 1.586 -1.679 0.457 0.263
H 3.066 -1.204 1.322 0.330
H 3.179 -2.088 -0.222 0.312
H 2.263 -0.117 -1.464 0.289
H 3.481 0.585 -0.359 0.345
H 1.612 1.396 1.187 0.240
H -0.193 0.330 -1.173 0.292
H -0.239 2.173 1.072 0.346
H -0.839 2.866 -0.246 0.386
H -1.620 1.499 0.533 0.314
H -2.532 -1.008 0.305 0.373
H -3.382 -0.037 1.176 0.267
O -2.596 -0.056 0.736 -0.696
H -2.049 -2.724 -0.504 0.348
H -2.527 -1.912 -1.715 0.314
O -2.055 -1.832 -0.895 -0.614



# 3
21
Properties=species:S:1:pos:R:3:mulliken_charge:R:1 method="wB97M-V/def2-TZVPD" max_force_ev_per_a=1.081 lumo_ev=-2.79 gap_ha=0.43908 spin_multiplicity=1 e_above_lowest_kcal_mol=17.1 charge=+1 e_tot_ha=-365.8035
O 1.579 0.758 1.223 -0.541
C 1.189 1.532 0.094 -0.599
C 0.106 0.730 -0.676 0.569
N -0.304 -0.444 0.164 -0.250
C -1.463 -1.225 -0.308 -1.023
C -1.048 1.606 -1.063 -1.754
H 2.020 1.345 1.846 0.335
H 2.071 1.695 -0.511 0.305
H 0.726 2.456 0.421 0.415
H 0.533 0.314 -1.575 0.284
H 0.490 -1.116 0.274 0.459
H -0.473 -0.111 1.110 0.363
H -1.657 -1.985 0.442 0.341
H -1.276 -1.591 -1.312 0.387
H -2.327 -0.571 -0.364 0.410
H -0.692 2.473 -1.617 0.444
H -1.772 1.116 -1.722 0.464
H -1.632 1.974 -0.213 0.429
H 1.543 -2.781 1.992 0.280
H 1.219 -3.523 0.682 0.296
O 1.170 -2.654 1.111 -0.614



# 4
21
Properties=species:S:1:pos:R:3:mulliken_charge:R:1 method="wB97M-V/def2-TZVPD" max_force_ev_per_a=0.750 lumo_ev=-3.16 gap_ha=0.42914 spin_multiplicity=1 e_above_lowest_kcal_mol=16.8 charge=+1 e_tot_ha=-365.8039
C -1.187 -0.152 -1.125 -1.433
C -0.462 -0.055 0.200 -0.122
C 1.001 0.377 0.165 0.152
C 1.307 1.522 -0.806 -1.225
O 1.330 0.708 1.505 -0.642
N -1.179 0.913 1.112 -0.227
H -0.494 -0.383 -1.949 0.317
H -1.654 0.793 -1.377 0.475
H -1.925 -0.947 -1.104 0.320
H -0.544 -1.011 0.705 0.518
H 1.605 -0.473 -0.149 0.388
H 1.638 1.094 -1.750 0.359
H 2.120 2.109 -0.404 0.364
H 0.468 2.181 -0.984 0.286
H 2.263 0.570 1.720 0.375
H -0.491 1.166 1.834 0.372
H -1.969 0.486 1.602 0.356
H -1.522 1.760 0.663 0.366
H -0.654 -3.922 0.467 0.309
H 0.616 -3.528 -0.270 0.299
O -0.268 -3.208 -0.057 -0.607



# 5
22
Properties=species:S:1:pos:R:3:mulliken_charge:R:1 method="wB97M-V/def2-TZVPD" max_force_ev_per_a=5.891 lumo_ev=2.66 gap_ha=0.18531 spin_multiplicity=1 e_above_lowest_kcal_mol=87.1 charge=-1 e_tot_ha=-764.1346
C -2.840 0.296 -0.520 -0.512
N -2.197 -1.029 -0.238 -0.517
C -1.131 -1.480 -1.162 -0.697
C 0.142 -0.590 -1.222 -0.042
S 0.407 0.231 -2.836 -0.702
C -2.173 1.406 0.309 -0.870
H -3.811 0.128 -0.445 0.484
H -2.784 0.556 -1.635 0.205
H -1.839 -0.952 0.799 0.256
H -1.042 -2.563 -1.192 0.376
H -1.517 -1.476 -2.159 0.340
H 0.306 0.338 -0.502 -0.202
H 1.219 -1.046 -1.107 0.154
H -1.894 2.334 -0.410 0.273
H -1.090 1.125 0.322 0.083
H -2.444 1.655 1.306 0.374
H 1.760 0.153 5.436 0.315
H 1.243 -0.314 6.849 0.307
O 1.916 0.022 6.318 -0.622
H 3.209 0.461 0.406 0.358
H 4.469 -0.004 -0.007 0.290
O 4.221 0.642 0.550 -0.651



# 6
22
Properties=species:S:1:pos:R:3:mulliken_charge:R:1 method="wB97M-V/def2-TZVPD" max_force_ev_per_a=1.642 lumo_ev=3.34 gap_ha=0.23067 spin_multiplicity=1 e_above_lowest_kcal_mol=15.5 charge=-1 e_tot_ha=-764.2485
C -0.230 -1.746 1.318 -0.454
N -0.708 -1.547 -0.038 -0.387
C -1.265 -0.224 -0.299 -0.330
C -1.133 0.234 -1.753 -0.855
S -2.035 1.770 -2.059 -0.593
C 1.261 -1.417 1.547 -0.904
H -0.418 -2.778 1.661 0.342
H -0.897 -1.116 1.916 0.335
H -0.002 -1.805 -0.707 0.269
H -2.347 -0.232 -0.111 0.194
H -0.991 0.621 0.355 0.333
H -0.056 0.303 -1.949 0.203
H -1.440 -0.574 -2.426 0.301
H 1.747 -2.266 2.030 0.347
H 1.382 -0.476 2.069 0.241
H 1.770 -1.286 0.598 0.187
H 1.363 1.038 -1.258 0.275
H 2.209 0.803 -0.056 0.306
O 2.199 1.336 -0.861 -0.703
H 0.652 3.062 0.035 0.318
H -0.828 3.112 -0.397 0.239
O -0.234 3.188 0.385 -0.662